[1]
Molecular formula: C39H81F6N4O32P6
Method: DFT, the ωB97M-V functional and the def2-TZVPD basis

Last column: Mulliken charge in e.
Atoms and positions in Å:
P 17.1271 -3.4998 -6.7937  1.1338
F 18.0886 -3.8799 -8.0800  -0.3654
F 18.4525 -3.2371 -5.9043  -0.3456
F 17.0509 -1.9225 -7.1776  -0.3562
F 16.2194 -3.2561 -5.4523  -0.3535
F 15.8870 -3.5847 -7.8431  -0.3483
F 17.1623 -5.1020 -6.3810  -0.3650
C 12.9739 2.7837 -14.6670  -0.8730
C 12.1658 3.8503 -14.6722  0.5769
C 11.4309 4.3838 -13.5098  0.6897
O 10.8340 5.4184 -13.3294  -0.5737
C 11.6695 3.5208 -12.3250  -0.8212
C 12.3914 2.3556 -12.3620  0.4384
C 13.1168 1.8507 -13.5635  0.6783
O 13.7486 0.8384 -13.5671  -0.5505
O 12.4243 1.5025 -11.3185  -0.5166
O 12.0974 4.6088 -15.8326  -0.5232
H 13.5227 2.5107 -15.5562  0.4029
H 11.0739 3.8130 -11.4728  0.4041
H 13.2177 0.9662 -11.3847  0.3453
H 11.4419 5.2936 -15.6811  0.3227
C 26.4487 1.2837 -3.2130  -0.8378
C 27.5461 1.7251 -3.9163  0.4734
C 27.4945 1.9576 -5.3170  0.6692
O 28.3376 2.2883 -6.1512  -0.6020
C 26.1473 1.9141 -5.8524  -0.7463
C 25.0680 1.4551 -5.2251  0.4323
C 25.0798 1.0338 -3.8429  0.7975
O 24.1468 0.5669 -3.0944  -0.6136
O 23.8685 1.2421 -5.8222  -0.5310
O 28.7309 2.0097 -3.2666  -0.5366
H 26.4029 1.2149 -2.1362  0.4090
H 26.0247 2.1615 -6.8964  0.4145
H 23.3234 0.6661 -5.2812  0.3382
H 29.4510 2.1680 -3.8814  0.3336
C 19.0108 -13.8712 -1.8424  0.1331
O 20.1254 -14.0556 -1.4368  -0.5681
N 18.5431 -12.7008 -2.2771  0.0954
C 17.1523 -12.3508 -2.3961  -0.8920
C 19.3503 -11.5860 -2.3805  -1.0304
H 18.2246 -14.6391 -1.7747  0.2985
H 16.6172 -12.0817 -1.4854  0.3237
H 16.5685 -13.2071 -2.7339  0.3238
H 17.0260 -11.5651 -3.1410  0.2942
H 19.1724 -10.8254 -1.6202  0.3406
H 20.3882 -11.9174 -2.4139  0.3286
H 19.2735 -11.0611 -3.3327  0.3527
C 17.8107 -13.9635 -11.2087  0.1820
O 18.7763 -14.6501 -11.6478  -0.5915
N 17.7473 -13.1824 -10.0346  0.0892
C 16.4915 -12.3954 -9.5781  -0.8778
C 18.7508 -13.2537 -9.0085  -0.9686
H 16.8413 -13.9493 -11.7305  0.2784
H 16.5646 -11.3297 -9.7946  0.2935
H 16.2544 -12.5816 -8.5306  0.3055
H 15.5918 -12.7082 -10.1081  0.3243
H 19.2804 -12.3244 -8.7986  0.2922
H 18.3242 -13.5765 -8.0587  0.3419
H 19.4490 -14.0397 -9.2962  0.3308
C 24.0899 -5.3761 -11.6086  0.2806
O 24.8902 -6.2856 -11.2823  -0.6523
N 24.5246 -4.1638 -11.9146  0.0677
C 23.5738 -3.1191 -12.2619  -0.9159
C 25.9183 -3.7133 -11.8440  -0.8790
H 23.0158 -5.4070 -11.8483  0.2573
H 22.5156 -3.3803 -12.2787  0.3096
H 23.8037 -2.7583 -13.2644  0.3267
H 23.6343 -2.2726 -11.5778  0.3062
H 26.1379 -3.3119 -12.8334  0.3144
H 26.1067 -2.8994 -11.1439  0.2957
H 26.5449 -4.5744 -11.6117  0.2894
C 18.2950 -6.3711 -15.7033  0.1940
O 18.3138 -5.4942 -16.5736  -0.6216
N 18.8742 -7.5549 -15.9142  0.0777
C 18.6366 -8.6730 -14.9830  -0.9195
C 19.6109 -7.9689 -17.1606  -0.9061
H 17.8715 -6.2226 -14.6978  0.3026
H 18.0039 -9.3970 -15.4964  0.3096
H 18.2716 -8.3504 -14.0079  0.3146
H 19.5862 -9.1572 -14.7554  0.3029
H 20.5006 -8.5237 -16.8628  0.3091
H 19.0744 -8.4179 -17.9965  0.3180
H 19.8574 -7.0826 -17.7453  0.3185
C 8.8623 -6.5981 -8.9999  -0.6205
O 7.4591 -6.5894 -8.9194  -0.2696
P 6.3526 -6.5570 -10.1590  1.0113
O 6.5409 -7.5198 -11.2958  -0.6715
O 4.9074 -6.5902 -9.3564  -0.3351
C 3.6471 -6.6319 -10.0003  -0.5966
O 6.3573 -5.0053 -10.6211  -0.2730
C 6.9993 -4.5503 -11.7698  -0.7118
H 9.2039 -6.3654 -10.0085  0.2708
H 9.3350 -7.5637 -8.8198  0.2687
H 9.3127 -5.8939 -8.3004  0.2822
H 3.1503 -5.7415 -9.6151  0.2416
H 3.0564 -7.5051 -9.7235  0.2385
H 3.7980 -6.6052 -11.0794  0.3026
H 6.2168 -3.9620 -12.2490  0.2721
H 7.1812 -5.4022 -12.4250  0.3539
H 7.8713 -3.9286 -11.5669  0.2365
C 9.3394 -11.2597 -3.7409  -0.5841
O 8.8069 -11.1133 -2.5129  -0.3499
P 8.6603 -9.5783 -1.9349  0.9812
O 8.1390 -9.3860 -0.5200  -0.6955
O 10.2074 -9.0058 -2.1179  -0.3095
C 10.5957 -7.6738 -1.7341  -0.6101
O 7.8030 -8.7349 -3.0289  -0.1580
C 6.5928 -8.0090 -2.7322  -0.6875
H 9.8940 -10.3571 -3.9973  0.3163
H 8.5955 -11.3384 -4.5337  0.2381
H 9.9655 -12.1518 -3.7551  0.2351
H 11.1546 -7.1852 -2.5322  0.2853
H 11.3260 -7.6384 -0.9257  0.2507
H 9.7388 -7.0318 -1.5298  0.2537
H 5.8582 -8.3654 -3.4543  0.2459
H 6.6519 -6.9209 -2.7064  0.2556
H 6.2784 -8.4067 -1.7673  0.3326
C 17.3528 -2.1010 5.9749  -0.6946
O 17.8008 -3.2754 5.3831  -0.3162
P 16.6715 -4.4301 4.8170  1.0889
O 15.4131 -3.8311 4.4327  -0.6510
O 17.4564 -5.2496 3.6388  -0.3388
C 17.7757 -4.5164 2.4714  -0.6350
O 16.5250 -5.6094 5.9028  -0.3396
C 17.3155 -5.5360 7.0446  -0.5798
H 17.4383 -1.2728 5.2714  0.2536
H 18.0452 -1.9230 6.7977  0.2583
H 16.2991 -2.1910 6.2388  0.3530
H 17.3654 -3.5067 2.4850  0.3141
H 17.3487 -5.0611 1.6293  0.2641
H 18.8476 -4.5385 2.2749  0.2493
H 16.7330 -5.7541 7.9397  0.2761
H 17.6378 -4.5316 7.3191  0.2274
H 18.1742 -6.1935 6.9090  0.2700
C 26.2658 -5.6064 -4.4326  -0.6153
O 27.5159 -6.0875 -3.9223  -0.2984
P 28.9170 -5.7450 -4.6710  1.0487
O 28.9303 -4.3951 -5.2856  -0.6708
O 30.0770 -6.1461 -3.6083  -0.3229
C 30.3625 -5.2576 -2.4452  -0.6161
O 29.0650 -6.9144 -5.7872  -0.2992
C 30.1876 -6.8750 -6.6503  -0.7145
H 25.7036 -6.4361 -4.8610  0.2503
H 26.4373 -4.8839 -5.2305  0.3182
H 25.7126 -5.2011 -3.5853  0.2275
H 29.3588 -4.9359 -2.1673  0.2745
H 30.8043 -4.3331 -2.8171  0.2925
H 30.8559 -5.7254 -1.5933  0.2552
H 31.0655 -7.3303 -6.1919  0.2754
H 30.4377 -5.8887 -7.0411  0.3248
H 30.0264 -7.4870 -7.5377  0.2697
C 9.5818 0.0705 0.4482  -0.7056
O 10.6475 0.9509 0.4785  -0.2498
P 10.5419 2.5286 -0.0316  0.9708
O 9.4827 3.2945 0.6202  -0.6841
O 12.0314 3.1275 0.2922  -0.3294
C 13.1996 2.2919 0.4304  -0.5353
O 10.3622 2.4016 -1.6538  -0.3206
C 11.3151 1.6581 -2.4436  -0.6221
H 8.6862 0.4759 0.9188  0.3030
H 9.8284 -0.6773 1.2019  0.2578
H 9.3519 -0.1956 -0.5835  0.2800
H 13.8856 2.7118 1.1661  0.2524
H 13.7374 2.2394 -0.5163  0.2419
H 12.9048 1.3182 0.8218  0.2951
H 10.7640 1.2186 -3.2749  0.2683
H 11.7915 0.8712 -1.8588  0.3089
H 12.1528 2.2636 -2.7895  0.2688

Properties
E_HOMO in eV: -7.91
Net charge: -1
Frontier orbital gap in eV: 7.05



[2]
Molecular formula: C16H30N4O3
Method: DFT, the ωB97M-V functional and the def2-TZVPD basis

Last column: Mulliken charge in e.
Atoms and positions in Å:
C 0.6972 -4.2400 1.0385  -1.1683
C 0.2511 -3.3606 -0.1420  -0.6596
N -0.3102 -2.0546 0.2657  0.3022
C -1.7516 -1.9420 -0.0499  -1.0637
C -2.0348 -1.2119 -1.3800  -0.5894
N -1.4952 -1.9402 -2.5240  -0.5171
C 0.3074 -1.0146 0.9288  0.3504
O -0.3610 -0.0704 1.3698  -0.6392
C 1.8258 -0.9682 1.0747  0.4814
O 2.3889 -0.2855 1.9376  -0.6306
N 2.5542 -1.6078 0.1352  0.0146
C 4.0108 -1.5949 0.0552  0.6366
C 4.6016 -2.7514 -0.7795  -1.0875
C 6.1459 -2.7274 -0.8456  -0.7515
C 6.6959 -1.3393 -1.2398  -1.2440
C 6.1646 -0.1764 -0.3532  0.7954
C 6.7680 -0.2538 1.0791  0.1106
O 7.9394 -0.5866 1.2386  -0.6904
N 5.9842 0.0744 2.1186  -0.0549
C 6.3781 0.0621 3.5205  0.3954
C 5.1258 -0.0574 4.3969  -1.4574
C 7.2065 1.3036 3.8832  -1.4717
C 4.6097 -0.2274 -0.3626  -2.1367
H 1.0676 -5.2009 0.6810  0.3890
H 1.4996 -3.7853 1.6194  0.1804
H -0.1353 -4.4447 1.7126  0.3929
H 1.0526 -3.2369 -0.8681  0.4297
H -0.4970 -3.9214 -0.7057  0.5033
H -2.2310 -2.9214 -0.0606  0.4696
H -2.2620 -1.3969 0.7475  0.3994
H -3.1112 -1.0755 -1.5035  0.3721
H -1.6042 -0.2082 -1.3387  0.3758
H -2.0394 -2.7729 -2.7059  0.1875
H -1.5672 -1.3740 -3.3602  0.2247
H 2.0471 -2.0638 -0.6045  0.3004
H 4.3498 -1.7824 1.0796  0.1769
H 4.2703 -3.7110 -0.3800  0.3813
H 4.2187 -2.6834 -1.7988  0.4442
H 6.5564 -3.0118 0.1256  0.3380
H 6.5035 -3.4813 -1.5486  0.4189
H 7.7877 -1.3227 -1.2790  0.4270
H 6.4608 -1.1112 -2.2806  0.4693
H 6.5717 0.7615 -0.7319  0.3646
H 5.0137 0.2829 1.9368  0.2641
H 6.9944 -0.8249 3.7049  0.2705
H 5.3895 -0.0549 5.4545  0.4484
H 4.4450 0.7812 4.2425  0.3603
H 4.5847 -0.9839 4.2001  0.3056
H 7.4699 1.2997 4.9410  0.4179
H 8.1396 1.3375 3.3195  0.3680
H 6.6505 2.2232 3.6989  0.3275
H 4.2761 0.0163 -1.3718  0.5879
H 4.1941 0.6176 0.1895  0.4801

Properties
ΔE to the lowest compared entry with this formula, charge and spin in kcal/mol: 27.13
E_HOMO in eV: -9.25
Structure (SMILES): CCN(CCN)C(=O)C(=O)N[C@H]1CCC[C@H](C(=O)NC(C)C)C1
Net charge: 0
Frontier orbital gap in eV: 9.82



[3]
Molecular formula: C4H12N2S
Method: DFT, the ωB97M-V functional and the def2-TZVPD basis

Last column: Mulliken spin population.
Atoms and positions in Å:
N -0.9703 -0.1451 -2.8806  -0.0010
C 0.3672 0.1184 -2.9919  0.0001
N 1.0182 0.7231 -2.0663  0.0069
H -1.3626 -0.1302 -1.9495  -0.0020
H -1.2778 -0.9817 -3.3665  -0.0002
H 0.7418 -0.0855 -3.9940  0.0018
H 1.9571 0.8799 -2.4116  0.0006
C 0.5894 -2.2193 2.4682  0.0035
C -0.0332 -0.8379 2.4631  0.0334
C -0.0098 -0.3128 1.0210  -0.0376
S -0.4726 1.4676 0.8968  0.9778
H 0.4958 -2.6855 3.4470  0.0004
H 1.6545 -2.1566 2.2332  0.0009
H 0.0894 -2.8811 1.7581  0.0011
H -1.0950 -0.8533 2.7288  -0.0036
H 0.4602 -0.1384 3.1406  -0.0137
H -0.7521 -0.8197 0.3978  0.0528
H 0.9761 -0.4098 0.5645  -0.0013
H 0.3062 1.7188 -0.1904  -0.0199

Properties
ΔE to the lowest compared entry with this formula, charge and spin in kcal/mol: 27.61
<S²>: 0.753
E_HOMO (spin up / spin down) in eV: -13.46 / -13.45
Net charge: +1
Spin multiplicity: 2
Frontier orbital gap (spin up / spin down) in eV: 10.22 / 5.02



[4]
Molecular formula: C2H7OS
Method: DFT, the ωB97M-V functional and the def2-TZVPD basis

Last column: Mulliken charge in e.
Atoms and positions in Å:
O 1.2569 -2.6738 -0.5058  -0.8755
H 1.0092 -1.6000 -0.4099  0.3248
C 0.8176 -0.0146 -0.4667  -0.9020
S -0.7700 0.3259 0.2131  -0.1729
C -0.8046 2.1509 0.6110  -0.8048
H 0.7220 -0.1507 -1.5328  0.2011
H 1.6970 0.5034 -0.1059  0.2572
H 0.8094 -2.9885 0.2904  0.2581
H 0.0004 2.2907 1.3158  0.2044
H -1.7628 2.2911 1.0912  0.2600
H -0.7626 2.6895 -0.3239  0.2495

Properties
ΔE to the lowest compared entry with this formula, charge and spin in kcal/mol: 49.00
E_HOMO in eV: -1.89
Net charge: -1
Frontier orbital gap in eV: 5.82



Per-record total energy, hartree: -6809.163173 -1072.459159 -666.978374 -553.785861
Per-record max |F|, hartree/bohr: 0.1006 0.0479 0.0223 0.0341